Formula: C5H35NO14
Source: OMol25
Level of theory: wB97M-V/def2-TZVPD

The HOMO energy is -7.98 eV. For the HOMO-LUMO gap, the calculation gives 8.12 eV. For the energy above the lowest of the compared OMol25 structures with the same formula, charge and spin, the calculation gives 170.7 kJ/mol.

Structure (ORCA input):
```
! wB97M-V def2-TZVPD RIJCOSX def2/J DEFGRID3
* xyz 0 1
O 0.0613 4.8377 -1.0156
O -0.0436 3.3495 1.3582
O 2.5781 -3.1308 -2.5061
O -0.2079 1.1447 -4.0727
O -2.1195 2.7324 2.8261
O -2.0039 0.2512 3.9276
O -2.4584 -1.1101 1.6277
O 1.4325 1.1230 2.9677
O 0.6490 -1.9413 -4.1002
O -0.9362 -1.9555 -1.7911
O 0.3095 0.7281 0.3255
O 1.4015 3.2062 -3.0492
O -2.4029 2.8053 -0.1512
O -3.5507 0.2146 -0.5292
N 1.1761 -2.5076 0.0822
C 0.0545 -3.8226 1.8357
C 2.2749 -1.7110 -0.0851
C 3.1808 -2.0215 0.8958
C 1.2332 -3.0533 1.3781
C 2.5334 -2.9427 1.7887
H -0.7253 -4.0882 1.1263
H -3.0987 -0.2358 0.2434
H 0.2810 -2.3818 -0.3914
H -1.5356 -2.7038 -1.8754
H 3.0179 -3.3771 2.6479
H -0.1493 -0.1076 0.3945
H 1.2047 -2.4484 -3.4629
H 0.7392 0.5143 3.2669
H -0.1464 3.7887 0.4889
H 4.1636 -1.5800 0.8603
H 3.4779 -2.8122 -2.3930
H 0.8609 2.6052 -3.5930
H 0.2722 0.4023 -3.6507
H 2.3477 -3.5503 -1.6607
H 1.0828 1.3190 2.0703
H -2.5967 -0.6297 2.4792
H -1.5128 -1.2491 1.5447
H -2.4849 1.8433 -0.3333
H -3.3617 2.9837 -0.1992
H 2.4452 -0.8484 -0.7088
H -0.5413 -3.3688 2.6441
H 2.1477 3.5250 -3.5572
H -0.8727 4.6119 -1.0930
H 0.8892 3.3475 1.5753
H 0.3359 -4.7318 2.3858
H -0.4927 -1.8621 -2.6654
H -1.2251 3.1152 2.7970
H -4.4530 0.2431 -0.1817
H -2.5779 0.3229 4.6852
H -2.4396 2.7313 1.9134
H -1.1139 0.8497 -3.8780
H 1.3441 -1.5661 -4.6627
H -1.9866 1.1410 3.4757
H 0.4913 4.0700 -1.4553
H -0.1899 1.4390 0.7473
*
```

Results of the natural (NBO) charge analysis, in e, for atoms 1 through 8: -0.957 -1.006 -0.970 -0.961 -0.992 -1.007 -0.984 -0.953

=====

Formula: C54H126N18O18
Source: OMol25
Level of theory: wB97M-V/def2-TZVPD

The HOMO energy is -8.88 eV. For the HOMO-LUMO gap, the calculation gives 9.19 eV. For the energy above the lowest of the compared OMol25 structures with the same formula, charge and spin, the calculation gives 1155.6 kJ/mol.

Structure (ORCA input):
```
! wB97M-V def2-TZVPD RIJCOSX def2/J DEFGRID3
* xyz 0 1
O -25.9737 5.4348 8.7511
O -24.8542 5.9856 16.6500
O -23.6694 -5.7208 9.3882
O -22.0079 8.7439 6.7729
O -25.8893 0.2734 10.5123
O -20.1745 4.9907 13.7352
O -24.6086 7.7375 12.4071
O -21.6087 -1.4587 4.9710
O -31.5717 2.3076 15.2412
O -29.4026 2.5851 11.4171
O -29.9177 -1.9731 20.6586
O -21.4997 5.5610 18.5231
O -25.8237 -1.2236 6.1309
O -27.1548 3.3699 14.7262
O -19.6247 0.9337 8.7466
O -22.1787 5.4338 10.0778
O -21.8551 -0.3204 12.3494
O -25.2658 0.9609 16.7079
N -22.8879 6.5382 15.5645
N -24.8973 -4.4620 10.8858
N -21.8071 3.2857 18.0314
N -20.9663 7.2081 10.8261
N -25.9512 7.7569 14.2661
N -29.1878 4.8698 11.3369
N -27.7280 3.6069 16.9202
N -19.8137 3.1351 12.4986
N -26.2862 0.9840 6.5063
N -24.8636 7.4214 8.4702
N -22.7693 -3.3488 5.3852
N -20.9254 1.7443 7.0867
N -29.8999 0.8985 14.5607
N -20.2187 7.4988 6.4183
N -22.4179 -1.5366 10.5119
N -29.7570 -0.1690 19.2419
N -25.4181 2.5069 10.7618
N -24.7889 0.1680 14.6130
C -21.2007 8.5420 11.2664
C -26.3187 8.3565 15.4812
C -28.2782 -0.1805 19.2832
C -30.4658 2.1075 14.7637
C -23.7699 6.5954 16.5876
C -21.1484 4.4278 18.2522
C -24.4860 -4.8387 9.6663
C -26.6170 -0.3553 6.4485
C -26.0230 -3.5568 10.9910
C -30.3397 0.9659 18.5742
C -23.7072 1.1339 14.3300
C -26.0132 1.3488 11.1026
C -25.0344 1.4921 5.9198
C -28.5441 6.0632 10.8321
C -26.7416 6.5270 14.0555
C -19.3386 8.6962 6.3562
C -23.2707 3.3092 18.0531
C -30.0105 5.0626 12.5132
C -25.8401 3.6832 11.4880
C -26.9342 3.1412 15.9218
C -24.2436 8.5652 9.0965
C -23.1053 -1.5216 9.2255
C -24.0646 -4.0578 5.4322
C -21.1847 2.6782 12.6275
C -29.0332 3.6183 10.8664
C -30.6153 -0.2997 15.0212
C -30.3986 -1.0795 19.9924
C -21.6543 7.2661 15.7295
C -21.4884 7.6622 6.6654
C -22.6595 -2.0963 4.8908
C -25.2344 6.3363 9.1867
C -18.8963 2.4318 11.6783
C -21.3290 2.9466 7.8367
C -24.3910 2.4411 9.7089
C -28.6326 0.8606 13.8218
C -20.0525 0.8540 7.6124
C -21.2152 2.1987 17.2279
C -19.6211 6.2115 6.2711
C -22.0938 6.4860 10.6790
C -24.6264 -5.2113 12.0636
C -21.5139 -2.6807 10.7681
C -21.5887 -3.8331 6.1573
C -21.2735 1.6771 5.6482
C -23.0599 5.6939 14.4394
C -27.2741 1.9112 6.8973
C -19.6480 6.6543 10.5360
C -25.3478 0.1188 15.8377
C -22.4017 -0.4654 11.2679
C -19.4322 4.2788 13.0880
C -25.0009 7.4378 7.0189
C -24.9113 8.1291 13.5473
C -24.9200 -0.9594 13.8060
C -27.3953 3.4680 18.3044
C -28.7328 4.6513 16.6351
H -29.1193 4.4439 15.6408
H -23.9299 -6.0683 11.7017
H -25.7707 -2.7310 11.6555
H -22.1962 3.4239 7.2744
H -22.5130 4.8273 14.6261
H -22.7172 6.1914 13.5128
H -21.3380 2.6295 5.2034
H -19.8554 0.0921 6.8544
H -21.5196 8.0397 14.9643
H -23.8058 -0.6659 9.1515
H -30.0009 -0.8137 15.6630
H -24.8864 4.1353 11.9076
H -21.6039 2.7384 8.8452
H -20.6246 8.8702 12.1031
H -25.0366 6.3832 6.8099
H -28.8192 0.3547 12.8456
H -19.1012 7.4477 9.9481
H -26.4912 3.4414 12.3767
H -25.5498 9.0533 15.9368
H -19.6336 9.1747 5.4297
H -23.0103 6.8184 11.1439
H -22.7673 0.7569 14.7449
H -24.0129 2.0811 14.7216
H -24.3955 3.3759 9.1732
H -25.2938 -0.6758 12.8294
H -22.5024 -1.5185 8.3591
H -31.4564 0.9437 18.4897
H -26.8849 4.3875 18.7559
H -25.5799 -1.7429 14.2107
H -20.0311 4.2319 18.0801
H -26.6183 5.7834 14.8333
H -20.9039 9.2350 10.4485
H -22.1929 6.7544 6.6270
H -24.9132 6.3360 10.2423
H -21.8611 3.5178 12.7441
H -27.8484 -0.3659 18.3247
H -20.4502 3.6642 7.8596
H -22.2591 1.1625 5.4218
H -21.3342 1.9281 13.3721
H -30.1281 1.8777 19.1633
H -31.4573 -0.9330 19.9714
H -18.4963 1.5375 12.2476
H -21.5712 7.6577 16.7694
H -24.1804 0.8267 5.9751
H -23.4004 2.3082 10.1001
H -22.0986 -3.5469 10.9662
H -30.9560 4.4493 12.4848
H -29.5617 4.6341 17.3472
H -18.3204 8.4464 6.3655
H -23.3960 7.2112 17.4296
H -28.2077 1.8249 13.5992
H -23.5560 2.6817 18.9187
H -20.0985 2.3005 17.3429
H -21.0088 -2.4563 11.6789
H -19.7296 5.8183 9.8331
H -24.1244 5.5350 14.3529
H -24.0736 8.2729 10.1914
H -25.2126 1.7943 4.8544
H -18.8737 5.9849 7.0633
H -19.2084 6.0285 5.2521
H -23.4351 1.1797 13.3378
H -21.4727 -4.8968 6.1384
H -26.0861 2.6278 16.2350
H -25.9285 -0.8075 16.0620
H -21.6140 -3.6239 7.2281
H -19.3069 2.0839 10.7657
H -21.4838 2.3118 11.6583
H -27.6119 -0.5672 6.7854
H -23.7119 -2.4254 9.1930
H -27.9798 0.8234 19.6129
H -25.5536 -5.6558 12.3684
H -24.5931 1.4922 9.1435
H -26.3441 4.4006 10.8498
H -22.2574 8.6577 11.4896
H -24.8431 -3.3794 5.7365
H -24.3454 9.0163 14.0100
H -18.0383 3.0277 11.3867
H -20.6914 1.0985 5.0112
H -24.1768 8.0031 6.5806
H -29.9976 1.1105 17.5286
H -23.0925 0.3421 10.9329
H -25.0138 -4.2525 8.8972
H -31.5470 0.1141 15.4249
H -27.7936 5.7717 10.1208
H -30.7885 -1.0161 14.1609
H -24.8869 2.4184 6.4920
H -20.7734 6.5480 15.5802
H -19.5972 9.2806 7.2318
H -27.8210 6.7248 14.0589
H -28.1176 1.5382 7.5003
H -26.2445 -3.1680 10.0371
H -30.3249 6.1142 12.7306
H -26.6358 1.4524 12.0001
H -21.6626 1.2676 17.6623
H -27.6940 2.5183 6.1379
H -27.9622 0.2998 14.4540
H -27.9503 6.4746 11.7222
H -20.6394 -3.4413 5.8267
H -23.6057 2.9705 17.0978
H -23.5341 -1.5753 4.4867
H -24.9896 9.3687 9.1455
H -20.8143 -2.7687 9.9576
H -28.2778 3.3364 18.9452
H -19.0930 6.4953 11.4327
H -29.4365 4.7859 13.4236
H -27.2471 8.9269 15.4481
H -28.4747 3.5927 9.8475
H -20.4693 5.5215 6.4574
H -21.3296 2.3800 16.2336
H -29.9086 2.9729 14.3927
H -26.8173 2.6367 7.5439
H -26.4153 7.5184 16.1223
H -26.4125 6.0028 13.0592
H -29.1249 6.8771 10.3121
H -23.3532 8.8975 8.4584
H -23.5960 4.3026 18.2591
H -23.8526 -4.8754 6.1884
H -28.3109 5.6531 16.5917
H -26.6676 2.6134 18.4463
H -25.9678 7.9821 6.8560
H -26.9234 -3.9607 11.3796
H -18.3840 4.5359 12.8342
H -24.2893 -4.4367 4.4558
H -27.8960 -0.8889 20.0217
H -23.9161 -1.3631 13.7323
H -24.2499 -4.5447 12.8429
*
```

Results of the Löwdin charge analysis, in e, for atoms 1 through 8: -0.058 -0.044 -0.011 -0.011 -0.034 -0.008 -0.052 -0.041

=====

Formula: C5H10ClN4O3
Source: OMol25
Level of theory: wB97M-V/def2-TZVPD

The HOMO energy (spin up / spin down) is -11.66 / -13.97 eV. For the HOMO-LUMO gap (spin up / spin down), the calculation gives 7.84 / 5.32 eV.

Structure (ORCA input):
```
! wB97M-V def2-TZVPD RIJCOSX def2/J DEFGRID3
* xyz 1 3
Cl -2.3480 1.2479 0.6474
O 1.1218 1.1376 0.3123
O 1.6175 -1.1632 2.1461
O -1.3170 -1.4150 -1.2308
N -0.0197 -1.3618 -0.8085
N 2.4912 -1.4413 0.0412
N -0.0355 1.2851 -1.5835
N 0.2143 -1.0203 0.3399
C -1.0957 1.6581 -2.1127
C -0.8803 -0.8319 1.3702
C 1.5951 -1.1817 0.9602
C -1.2240 0.5955 1.8444
C 0.9104 1.5782 -0.7893
H 2.3474 -1.6355 -0.9198
H -1.7211 0.5292 2.8028
H -1.8228 -1.1893 0.8021
H -1.3153 1.4890 -3.1248
H -0.4126 -1.4128 2.2327
H 1.6250 2.4202 -1.2970
H -1.6065 2.4322 -1.6482
H 3.4963 -1.5065 0.3266
H -0.3734 1.3065 1.8875
H -1.2471 -1.5202 -2.1988
*
```

Results of the natural (NBO) charge analysis, in e, for atoms 1 through 8: -0.052 -0.492 -0.530 -0.438 0.084 -0.798 -0.418 -0.166

=====

Formula: C18H31CsN3O4
Source: OMol25
Level of theory: wB97M-V/def2-TZVPD

The HOMO energy is -3.17 eV. For the HOMO-LUMO gap, the calculation gives 5.45 eV.

Structure (ORCA input):
```
! wB97M-V def2-TZVPD RIJCOSX def2/J DEFGRID3
* xyz -1 1
Cs -0.5573 -0.8052 1.6711
O -0.1107 -0.3153 3.9152
O 0.1366 -2.3368 4.8503
O -3.1665 -0.3996 2.0536
O 0.4194 2.9296 1.6364
N 2.6766 -0.4591 3.5819
N 1.9516 -0.9878 4.6757
N 0.3128 -1.2901 -0.7693
C -3.4021 0.6982 2.0086
C -2.6565 -0.1983 -3.5137
C -0.0859 3.2656 0.3648
C 2.0191 -2.7296 -2.0837
C 2.6712 -0.9638 -0.4651
C 1.5694 -1.9905 -0.8072
C -1.6356 -0.1529 -1.3429
C 1.5331 -3.0446 0.3227
C -0.5558 -1.0165 -1.7351
C 0.7280 2.5405 -0.6892
C 0.5463 -1.2315 4.4572
C -0.3334 3.4703 2.7017
C -2.6452 0.2461 -2.1877
C -1.6349 -1.5249 -5.3827
C -3.7470 1.1441 -1.6792
C 0.2930 3.0575 4.0169
C -0.6218 -1.4427 -3.0994
C -1.6382 -1.0426 -3.9516
H -1.1438 2.9719 0.2888
H 0.1319 -2.1017 -3.5047
H 1.7776 2.8275 -0.6105
H 2.1562 -2.0360 -2.9140
H -2.5094 -1.1495 -5.9162
H 2.7096 -0.2015 -1.2460
H -4.5538 0.5535 -1.2353
H 0.6509 1.4600 -0.5487
H 2.3576 -1.8192 5.0800
H 0.3430 1.9717 4.0879
H 1.3072 3.4540 4.0889
H 2.5085 -3.5261 0.4401
H -1.6455 -2.6161 -5.4339
H 1.2971 -3.4965 -2.3688
H 0.7907 -3.8099 0.0856
H 2.9784 -3.2197 -1.8933
H -0.7416 -1.1830 -5.9109
H -1.6256 0.2096 -0.3196
H -4.1784 1.7377 -2.4865
H 2.4436 -0.4678 0.4823
H 3.6515 -1.4481 -0.3938
H -0.3471 4.5680 2.6131
H 2.9975 -1.1960 2.9609
H -0.2995 3.4423 4.8490
H -3.3684 1.8223 -0.9118
H -0.0359 4.3555 0.2161
H 1.2536 -2.5786 1.2681
H -3.4410 0.1127 -4.1964
H 3.4848 0.0362 3.9269
H 0.3588 2.7846 -1.6857
H -1.3751 3.1219 2.6389
*
```

Results of the Löwdin charge analysis, in e, for atoms 1 through 8: 1.627 -0.474 -0.048 -0.156 -0.166 0.002 -0.057 -0.208

=====

Formula: CsH2O
Source: OMol25
Level of theory: wB97M-V/def2-TZVPD

The HOMO energy is -16.04 eV. For the HOMO-LUMO gap, the calculation gives 11.98 eV. For the energy above the lowest of the compared OMol25 structures with the same formula, charge and spin, the calculation gives 27.6 kJ/mol.

Structure (ORCA input):
```
! wB97M-V def2-TZVPD RIJCOSX def2/J DEFGRID3
* xyz 1 1
Cs 8.6246 20.3054 24.4873
O 5.5906 20.1342 25.5788
H 6.2321 20.0719 26.2939
H 4.8708 20.6776 25.9294
*
```

Charge distribution, natural (NBO) scheme, values in e: 0.998 -0.956 0.456 0.502

=====

Please write out number 5 again, unchanged.
Formula: CsH2O
Source: OMol25
Level of theory: wB97M-V/def2-TZVPD

The HOMO energy is -16.04 eV. For the HOMO-LUMO gap, the calculation gives 11.98 eV. For the energy above the lowest of the compared OMol25 structures with the same formula, charge and spin, the calculation gives 27.6 kJ/mol.

Structure (ORCA input):
```
! wB97M-V def2-TZVPD RIJCOSX def2/J DEFGRID3
* xyz 1 1
Cs 8.6246 20.3054 24.4873
O 5.5906 20.1342 25.5788
H 6.2321 20.0719 26.2939
H 4.8708 20.6776 25.9294
*
```

Charge distribution, natural (NBO) scheme, values in e: 0.998 -0.956 0.456 0.502